Entry 1:
# C16H10ClF6N2OPRh

A structure of composition C16H10ClF6N2OPRh (ωB97M-V/def2-TZVPD, the Open Molecules 2025 dataset).

Geometry as XYZ:
```
38
Properties=species:S:1:pos:R:3
Rh 0.14374 -1.22866 0.74631
Cl -4.28300 -2.39729 -4.72968
P 4.08537 -0.75819 -0.56647
F 3.63996 0.55130 0.21499
F 3.87865 -2.12790 -1.29456
F 5.59884 -0.61424 -0.54802
F 3.81192 -1.53127 0.79837
F 3.65960 -0.03415 -1.88599
F 1.46233 -1.07124 -0.53050
O -0.66106 -2.76725 -0.29452
N -1.10594 0.07925 0.12067
N 0.90219 0.31977 1.79807
C -3.20548 -2.48840 -3.44819
C 1.97423 0.36015 2.56603
C -2.53815 -3.70575 -3.16433
C -1.76431 2.45578 0.54618
C 1.58874 2.65687 3.11528
C 2.34485 1.52555 3.25315
C -1.91781 -0.14752 -0.86116
C 0.44859 2.64441 2.27484
C -1.68825 -3.77452 -2.11011
C -2.97728 -1.33839 -2.65929
C -1.43329 -2.62322 -1.27858
C 0.14304 1.44045 1.62442
C -1.46859 3.65952 1.21090
C -2.09808 -1.37132 -1.59665
C -0.95570 1.36537 0.74866
C -0.38904 3.75904 2.04937
H -2.72281 -4.56328 -3.79747
H -2.11060 4.51262 1.04349
H -3.51052 -0.43107 -2.91425
H -1.16470 -4.68596 -1.85364
H 2.56368 -0.54475 2.64268
H -0.16649 4.69342 2.54783
H 3.22629 1.50142 3.87674
H -2.53708 0.68440 -1.17993
H -2.62959 2.42731 -0.10086
H 1.85575 3.56773 3.63621
```

Properties
Relative energy (zero: lowest compared OMol25 entry of this formula, charge and spin), kcal per mole: 2.68
Max |F|, eV/A: 0.6
Charge: +2
Multiplicity: 2

Charges in e, computed with Löwdin, in the same order as the atoms: 1.409, 0.909, 0.312, -0.104, -0.066, 0.020, -0.117, -0.063, -0.373, -0.053, -0.012, -0.034, -0.601, -0.061, -0.023, 0.033, 0.065, 0.015, 0.021, -0.115, 0.084, 0.014, -0.271, -0.146, -0.012, -0.085, -0.154, 0.034, 0.138, 0.131, 0.137, 0.151, 0.127, 0.140, 0.135, 0.147, 0.124, 0.144



Entry 2:
# C4H9N2P

A cluster of 2 separate species, C4H9N2P in total (ωB97M-V/def2-TZVPD, the Open Molecules 2025 dataset).

Geometry as XYZ:
```
16
Properties=species:S:1:pos:R:3
P 0.14971 -1.38495 -1.63154
N 0.66408 0.83439 -0.03016
N -1.04781 -1.85945 -0.66770
C 1.95930 1.04210 0.61203
C -1.11493 -1.99738 0.71058
C -1.99834 -1.01941 0.02716
C 1.35150 2.13976 -0.15480
H -3.05557 -1.46857 -0.07138
H -1.97409 0.11605 0.06525
H 2.08192 1.18627 1.73658
H 2.89569 0.64278 0.19789
H -0.48522 -0.15839 -2.07383
H 0.83976 2.84779 0.49721
H -0.24136 -1.63169 1.24493
H 1.81434 2.41754 -1.17973
H -1.56167 -2.99290 1.12697
```

Properties
Relative energy (zero: lowest compared OMol25 entry of this formula, charge and spin), kcal per mole: 52.07
Max |F|, eV/A: 3.2
Charge: 0
Multiplicity: 3

Charges in e, computed with Löwdin, in the same order as the atoms: 0.711, 0.022, -0.532, -0.253, -0.259, -0.211, -0.211, 0.115, 0.107, 0.118, 0.097, -0.145, 0.095, 0.081, 0.134, 0.130



Entry 3:
# C6H15ClN

A cluster of 2 separate species, C6H15ClN in total (ωB97M-V/def2-TZVPD, the Open Molecules 2025 dataset).

Geometry as XYZ:
```
23
Properties=species:S:1:pos:R:3
Cl -8.96553 -10.03504 15.53168
N -13.15667 -11.70717 14.13528
C -14.73615 -13.69754 14.31315
C -11.21596 -12.69346 15.35281
C -12.46127 -11.84038 15.41846
C -13.61661 -12.95081 13.56332
C -14.16411 -10.67240 14.19549
C -14.75456 -10.29809 12.84728
H -13.95936 -10.04655 12.13910
H -14.51103 -13.82560 15.37155
H -14.99656 -10.94980 14.87486
H -13.14049 -12.23967 16.19805
H -10.76187 -12.70575 16.34359
H -11.46957 -13.72876 15.10290
H -13.68276 -9.79140 14.61974
H -12.18096 -10.83280 15.72751
H -15.68520 -13.16260 14.22528
H -15.39315 -9.42072 12.95894
H -12.75384 -13.60607 13.44596
H -14.88068 -14.69244 13.88563
H -13.97243 -12.75639 12.54824
H -15.34166 -11.10170 12.40194
H -10.48328 -12.27457 14.66777
```

Properties
Relative energy (zero: lowest compared OMol25 entry of this formula, charge and spin), kcal per mole: 0.00
Max |F|, eV/A: 0.4
Charge: -1

Charges in e, computed with Löwdin, in the same order as the atoms: -0.804, -0.191, -0.088, -0.140, -0.273, -0.263, -0.283, -0.103, 0.080, 0.060, 0.111, 0.104, 0.063, 0.054, 0.116, 0.097, 0.058, 0.065, 0.098, 0.063, 0.097, 0.054, 0.024



Entry 4:
# C5H10NO4

The ion C5H10NO4 with charge -1 (ωB97M-V/def2-TZVPD, the Open Molecules 2025 dataset).

Geometry as XYZ:
```
20
Properties=species:S:1:pos:R:3
O -1.96731 0.34414 -0.90597
O 0.39989 0.44485 -2.07928
O 1.25539 2.28788 -0.73655
O -1.37336 -1.69974 -0.03702
N 1.17173 1.33457 0.40503
C -0.73673 0.21256 1.27394
C -1.03415 -0.32657 -0.18460
C 0.25530 -0.31469 -1.02013
C 0.01815 1.53091 1.25076
C 1.24085 -1.39016 -0.71701
H -1.55623 0.38217 -1.80728
H 0.01170 -0.58621 1.70167
H -1.63629 0.16555 1.87706
H -1.74201 -1.98236 -0.89708
H -0.65458 2.37190 0.89960
H 1.11234 1.71416 -1.57945
H 0.29358 1.92948 2.26117
H 1.89617 -1.64457 -1.57993
H 2.02546 -0.79123 -0.10433
H 0.87791 -2.27376 -0.19591
```

Properties
Relative energy (zero: lowest compared OMol25 entry of this formula, charge and spin), kcal per mole: 54.51
Structure (SMILES): CC(=O)C(O)(O)CC[N-]O
Max |F|, eV/A: 3.6
Charge: -1

Charges in e, computed with Löwdin, in the same order as the atoms: 0.039, -0.124, -0.226, -0.030, -0.132, -0.104, -0.584, -0.370, -0.328, -0.056, 0.108, 0.142, 0.094, 0.111, 0.111, 0.028, 0.084, 0.076, 0.100, 0.062